Density functional theory data (the ωB97M-V functional and the def2-TZVPD basis) for a cluster of 9 separate species, C48H45N9O12 in total at a distorted geometry.

Output
gap between HOMO and LUMO = 0.2395 hartree
SMILES string = O=[N+]([O-])c1ccccc1.O=[N+]([O-])c1ccccc1.O=[N+]([O-])c1ccccc1.O=[N+]([O-])c1ccccc1.O=[N+]([O-])c1ccccc1.O=[N+]([O-])c1ccccc1.c1cc[nH]c1.c1cc[nH]c1.c1cc[nH]c1

Geometry as XYZ:
```
114
Properties=species:S:1:pos:R:3:forces:R:3
O -0.2943 1.7782 -7.8695 0.6187 -1.5137 1.2198
N -0.0867 0.6319 -7.4338 -1.4372 0.5506 -0.5849
O -0.0022 -0.3487 -8.1424 0.4751 0.0998 -0.0600
C -0.1238 0.3549 -5.9608 1.8495 -0.6238 -1.6128
C 0.6017 -0.7130 -5.4697 0.5282 -0.6411 0.6649
C 0.7461 -0.9033 -4.0708 0.1784 0.3850 -1.3162
C 0.1173 -0.0213 -3.2231 -1.7208 0.3968 -0.6367
C -0.7203 0.9572 -3.7993 0.6310 0.3615 0.9555
C -0.7331 1.2254 -5.1551 -1.3755 1.2744 1.3842
H 1.0790 -1.3636 -6.1876 0.0739 -0.1251 0.0814
H 1.3703 -1.6740 -3.6434 0.0165 -0.2541 -0.2631
H 0.0967 -0.1715 -2.1537 0.2231 0.1031 0.0715
H -1.3031 1.6123 -3.1688 -0.0091 0.0001 0.2117
H -1.2535 2.0888 -5.5426 -0.1084 -0.0443 -0.0757
O -2.0963 2.1914 5.2194 0.5936 0.3918 0.1983
N -1.1853 2.3756 4.4461 -0.0657 -0.7119 -2.3860
O -0.9673 1.6300 3.4682 0.0714 0.8712 1.3434
C -0.3538 3.5983 4.5037 -0.7943 1.6090 3.2826
C 0.8686 3.7468 3.8996 0.9307 0.6106 -0.9399
C 1.6221 4.9117 4.0736 -0.0408 1.3967 2.2071
C 1.2704 5.9217 5.0700 -0.6091 -2.2207 -2.0776
C 0.0488 5.7218 5.6836 -0.9467 -0.3534 0.2566
C -0.7635 4.6047 5.4627 0.7580 -1.1607 -1.7172
H 1.3536 3.0576 3.2242 -0.5818 -0.5598 -0.0691
H 2.5620 4.9480 3.5429 0.0731 0.2134 0.0067
H 1.7809 6.8348 5.3382 0.5744 -0.2042 -0.4509
H -0.3328 6.4755 6.3565 0.0545 0.0150 0.2201
H -1.7130 4.4774 5.9613 0.0406 0.0535 0.0707
O 4.9411 0.9985 7.2858 -0.5371 -0.0573 -2.4975
N 4.9925 1.1399 6.0375 2.2606 1.0069 2.2549
O 5.8499 1.8871 5.5309 -1.9145 -1.2447 -0.1012
C 4.0967 0.3383 5.2165 -1.4837 -1.0971 -1.2890
C 3.8252 0.6234 3.8420 -0.4511 -0.7704 0.9267
C 2.9271 -0.2004 3.1133 -0.2050 -0.4970 0.7616
C 2.1783 -1.2456 3.7202 1.9446 1.4701 1.0777
C 2.4743 -1.4864 5.0732 0.6358 -0.2213 -0.9402
C 3.4575 -0.7806 5.7945 -1.0994 0.2356 -0.5056
H 4.2340 1.4970 3.3560 0.2909 -0.1563 0.0657
H 2.8186 -0.0837 2.0451 -0.0287 0.4745 0.0023
H 1.4615 -1.8746 3.2132 0.0463 0.1416 -0.2598
H 2.0469 -2.3919 5.4779 -0.1542 0.1732 0.5466
H 3.5500 -1.1189 6.8160 0.6356 0.4466 0.0786
O 1.7169 1.7495 0.7644 3.2167 1.5205 -0.8473
N 2.8892 2.1477 0.4371 -0.7560 -1.2437 3.2420
O 3.7919 2.4092 1.2840 -2.2707 -0.4597 -2.4235
C 3.1743 2.1603 -0.9747 0.7350 0.9268 -0.6080
C 2.2081 2.6210 -1.8100 -1.6946 -0.0264 -1.3179
C 2.3840 2.4867 -3.1810 0.3787 -0.1765 -0.2582
C 3.5837 2.0370 -3.7172 -0.0750 -0.2084 0.2543
C 4.6728 1.7490 -2.8864 -1.8709 0.4835 0.1354
C 4.4080 1.8385 -1.5149 1.6452 -1.1437 0.4956
H 1.2490 2.9993 -1.4883 -0.0157 -0.1286 0.4497
H 1.5546 2.6246 -3.8588 -0.0810 0.3600 0.1073
H 3.6176 1.8304 -4.7767 0.2111 0.1852 -0.1331
H 5.5794 1.4163 -3.3698 0.2716 -0.0367 0.6287
H 5.1685 1.5030 -0.8254 0.1898 0.1221 0.1461
O -3.3608 2.6770 -2.3438 -0.1501 0.2011 1.5496
N -3.2091 2.8748 -1.1273 -0.7143 -1.9761 -0.8702
O -3.7669 2.1704 -0.2394 1.6513 2.4976 -1.9832
C -2.2348 3.9471 -0.8309 0.7240 -0.0638 1.8957
C -1.6033 4.7751 -1.7507 -1.4379 -0.1447 0.4469
C -0.7919 5.7791 -1.2339 0.6840 0.9264 -1.4348
C -0.5538 6.0321 0.0804 -0.2047 -2.3376 1.5784
C -1.0726 5.0493 0.9919 1.3123 2.9972 -0.5356
C -1.8514 4.0627 0.5263 -1.0490 -1.7115 -0.2643
H -1.8478 4.8171 -2.8018 0.0463 -0.4598 -0.0308
H -0.3100 6.4108 -1.9655 -0.0145 0.1846 -0.1418
H 0.1701 6.7500 0.4367 -0.2504 0.3462 -0.1644
H -0.8615 5.1862 2.0422 0.0595 -0.3861 0.1103
H -2.0981 3.2912 1.2407 -0.6269 -0.1401 -0.1559
O 0.7746 -7.4262 0.5743 -1.6137 1.1309 0.3982
N 0.1434 -6.5546 1.1831 1.6893 -0.0675 0.8736
O 0.5969 -5.9955 2.1956 -0.6310 -0.6257 -1.2200
C -1.1861 -6.0712 0.7507 -1.2258 0.0316 -0.0699
C -1.9500 -6.8229 -0.1964 0.5779 0.8465 0.7851
C -3.2562 -6.4178 -0.5242 1.6565 0.1257 0.1022
C -3.6498 -5.1984 -0.0273 -0.9428 -0.6178 -0.4042
C -2.9436 -4.5351 0.9514 -1.2655 1.9314 -1.1761
C -1.7099 -4.8747 1.3673 1.1384 -2.4979 -0.2231
H -1.4914 -7.6338 -0.7429 0.1252 -0.2717 0.3909
H -3.8452 -6.9659 -1.2446 0.0675 0.0014 -0.0637
H -4.5240 -4.7397 -0.4651 -0.2369 0.0724 0.3181
H -3.3368 -3.5493 1.1514 0.0611 0.0358 0.7116
H -1.2583 -4.2785 2.1464 0.5701 -0.2943 -0.2007
C 2.9610 -3.0938 -0.8101 0.0871 0.6831 3.4622
C 2.7346 -3.6450 -2.0276 -0.9685 -0.8559 -2.4837
C 1.5581 -4.3804 -1.9926 -0.1180 0.5864 0.9029
N 1.0630 -4.2621 -0.6937 1.4616 0.3031 -0.4588
C 1.9590 -3.5152 0.0645 -0.8560 -0.3750 -1.3097
H 3.7964 -2.4714 -0.5252 -0.0144 -0.0401 -0.0174
H 3.3268 -3.4274 -2.9042 -0.0232 -0.3276 -0.0665
H 1.0375 -4.8875 -2.7914 -0.0303 -0.0555 0.2677
H 0.2223 -4.6569 -0.2968 0.1330 0.1043 -0.4846
H 1.6702 -3.3467 1.0915 0.5240 0.1355 -0.0156
C -1.4169 -1.6474 -0.4769 1.6341 0.1518 2.4388
C -2.6557 -1.2052 0.1344 1.8176 1.2797 -0.8201
C -2.2868 -0.2233 1.0435 1.2606 -0.3276 1.0552
N -0.8785 -0.2309 1.2256 -1.6661 -0.8843 -1.6050
C -0.3492 -1.1032 0.3044 -1.7940 -0.2265 -0.5378
H -1.1971 -2.4021 -1.2176 -0.4725 -0.0151 -0.0926
H -3.6443 -1.4470 -0.2271 0.0509 0.2414 0.0981
H -2.8426 0.5061 1.6141 -0.2092 -0.3441 0.0005
H -0.3115 0.2867 1.8819 -0.5058 0.1753 -0.0608
H 0.7071 -1.3233 0.3512 -0.0895 0.0478 -0.4547
C -4.5970 -1.6295 -3.1070 -0.9507 -0.3135 1.5413
C -4.2074 -2.8351 -3.7296 -1.5349 -0.9043 0.0937
C -5.0188 -3.8420 -3.1872 0.2514 0.1312 -0.3710
N -5.8449 -3.3358 -2.1969 1.9471 1.9138 -0.8518
C -5.5128 -1.9595 -2.1147 -0.7029 -0.5372 -0.5839
H -4.3588 -0.5992 -3.3263 0.4819 -0.1779 0.0633
H -3.5867 -2.9278 -4.6085 0.1264 -0.1835 0.2365
H -5.0890 -4.8822 -3.4692 0.0460 0.0595 0.0020
H -6.6529 -3.7831 -1.7882 0.3909 0.1068 -0.0261
H -5.9970 -1.3124 -1.3983 -0.1015 -0.0842 -0.1206
```
Positions in Å, forces in eV/Å.



Density functional theory data (the ωB97M-V functional and the def2-TZVPD basis) for a structure of composition C48H46BrMnN4O2S2.

Output
gap between HOMO and LUMO (spin up / spin down) = 0.2192 / 0.2340 hartree
multiplicity = 6
expectation value of S² = 8.758
net charge = -1

Geometry as XYZ:
```
104
Properties=species:S:1:pos:R:3:forces:R:3
Mn -1.4917 -1.1697 -0.1389 0.0081 0.3884 0.4857
N -1.1868 -0.9039 -3.7664 0.0739 -0.0607 0.0279
C -0.4346 0.3107 -3.8710 -0.0055 -0.0827 -0.0550
C -0.0054 0.6138 -5.1643 0.0204 -0.0057 -0.0290
C 0.6495 1.7934 -5.4510 0.0063 0.0007 0.0659
C 0.8921 2.6819 -4.4025 0.0383 -0.0714 -0.0513
C 0.4670 2.3784 -3.1293 0.0380 -0.0072 0.0870
C -0.2402 1.1981 -2.8036 0.0770 0.1300 -0.0016
S -0.8066 1.0465 -1.1687 -0.0640 -0.0535 -0.0458
N -0.2148 -2.1122 -1.9723 -0.0446 -0.2707 -0.2560
C -1.1229 -1.9229 -2.9001 0.0397 -0.0153 0.1809
C -2.1965 -2.9778 -3.0384 -0.0065 0.0161 -0.0705
C -3.2230 -2.8899 -3.9751 -0.0052 -0.0383 0.0428
C -4.1171 -3.9398 -4.0990 0.0258 0.0220 -0.0084
C -3.9753 -5.0448 -3.2829 0.0125 -0.0212 0.0095
C -2.9371 -5.0381 -2.3658 -0.0033 -0.0303 -0.0010
N -2.0660 -4.0462 -2.2540 0.0485 -0.0123 -0.0555
H -1.8893 -0.9846 -4.4784 -0.0201 -0.0602 -0.0402
H -0.1902 -0.1107 -5.9510 0.0021 -0.0016 0.0054
H 0.9716 2.0119 -6.4606 0.0086 0.0004 0.0038
H 1.4193 3.6111 -4.5841 -0.0120 0.0046 -0.0037
H 0.6501 3.0682 -2.3144 -0.0001 0.0095 -0.0170
H -3.3758 -2.0162 -4.5906 -0.0265 0.0423 0.0311
H -4.9260 -3.8782 -4.8151 -0.0033 0.0081 0.0077
H -4.6579 -5.8815 -3.3335 -0.0045 0.0022 -0.0008
H -2.8010 -5.8698 -1.6821 0.0068 0.0080 0.0044
C 3.5921 3.1805 4.5881 -0.0018 0.0034 0.0057
C 3.8393 1.7886 4.0056 -0.0067 0.0054 0.0044
C 4.3510 0.8822 5.1340 -0.0028 -0.0059 0.0028
C 4.9278 1.9099 2.9308 0.0046 -0.0061 -0.0279
C 2.5753 1.1877 3.3934 0.0190 -0.0098 -0.0245
C 2.6189 -0.0715 2.8037 0.0295 -0.0004 0.0164
C 1.4818 -0.6083 2.2444 -0.0349 -0.0292 0.0182
Br 1.6188 -2.3535 1.4845 0.0281 -0.0025 -0.0671
C 0.2187 0.0307 2.2056 -0.0622 0.1900 0.0492
O -0.8101 -0.5293 1.6583 -0.0233 -0.3082 -0.0716
C 0.1757 1.3053 2.8367 0.0088 0.0098 -0.0704
C 1.3431 1.8286 3.3893 -0.0202 -0.0042 0.0122
C -1.0832 2.1902 2.9364 0.0083 0.0076 -0.0158
C -2.3800 1.5883 2.3810 0.0085 -0.0337 0.0381
C -0.8312 3.4957 2.1628 0.0018 -0.0079 -0.0114
C -1.3455 2.5158 4.4166 0.0041 0.0154 0.0061
H 4.5223 3.5718 5.0068 0.0001 -0.0006 0.0022
H 2.8483 3.1542 5.3871 0.0027 0.0006 0.0009
H 3.2480 3.8792 3.8231 -0.0006 -0.0017 -0.0021
H 5.2575 1.2996 5.5824 0.0005 0.0003 -0.0026
H 4.5863 -0.1166 4.7637 -0.0020 -0.0008 0.0008
H 3.5941 0.7790 5.9139 0.0014 0.0024 0.0012
H 5.8454 2.3288 3.3538 -0.0019 0.0027 -0.0008
H 4.5922 2.5594 2.1193 -0.0013 -0.0004 -0.0020
H 5.1685 0.9351 2.5029 0.0075 -0.0022 -0.0078
H 3.5349 -0.6501 2.7815 -0.0017 0.0002 -0.0067
H 1.2756 2.8067 3.8458 0.0086 0.0047 -0.0154
H -2.3208 1.4030 1.3118 -0.0045 0.0164 -0.0343
H -3.1844 2.3100 2.5577 -0.0031 -0.0084 -0.0034
H -2.6414 0.6504 2.8683 0.0112 -0.0055 -0.0027
H -0.6550 3.2749 1.1082 -0.0027 -0.0043 -0.0014
H 0.0321 4.0422 2.5478 0.0041 -0.0040 0.0131
H -1.7062 4.1484 2.2370 -0.0015 0.0002 0.0001
H -1.5274 1.5985 4.9807 -0.0001 -0.0022 -0.0012
H -2.2296 3.1533 4.5068 0.0041 0.0023 -0.0049
H -0.5073 3.0368 4.8820 -0.0157 0.0021 0.0082
N -1.6516 -3.3404 0.6140 0.0576 0.0149 -0.0734
C -2.7589 -3.5794 1.4613 0.0248 0.0650 -0.0373
C -2.5273 -4.1471 2.7115 -0.0116 -0.0094 0.0024
C -3.5622 -4.3735 3.6022 0.0061 0.0001 0.0015
C -4.8560 -4.0327 3.2422 -0.0041 0.0015 -0.0004
C -5.0840 -3.4516 2.0048 -0.0049 -0.0061 -0.0015
C -4.0600 -3.2015 1.0884 0.0197 -0.0287 0.0349
C -4.4013 -2.4704 -0.1717 0.0428 0.0047 -0.0410
C -5.6081 -2.7896 -0.8034 -0.0184 0.0290 -0.0189
C -6.0788 -2.0310 -1.8655 -0.0100 -0.0041 0.0259
C -5.3457 -0.9298 -2.2842 -0.0119 0.0299 0.0366
C -4.1250 -0.6498 -1.6795 -0.0673 0.0463 0.0229
C -3.5852 -1.4158 -0.6341 -0.0071 -0.0057 -0.1226
H -0.7732 -3.5937 1.0471 0.0106 -0.0301 -0.0355
H -1.7213 -3.7282 -0.3268 0.0131 -0.0848 0.0480
H -1.5097 -4.4066 2.9821 0.0019 0.0012 -0.0034
H -3.3540 -4.8077 4.5721 0.0005 -0.0014 -0.0005
H -5.6792 -4.1905 3.9275 0.0004 0.0007 -0.0007
H -6.0859 -3.1320 1.7468 -0.0023 -0.0001 0.0056
H -6.1888 -3.6390 -0.4573 -0.0005 -0.0028 -0.0043
H -7.0150 -2.2905 -2.3474 -0.0058 0.0005 0.0047
H -5.7184 -0.3002 -3.0866 0.0005 0.0035 -0.0026
H -3.5591 0.2102 -2.0326 0.0153 -0.0186 -0.0126
C 4.3865 4.3784 -2.0045 -0.0034 0.0015 0.0009
C 5.8856 4.3065 -2.1497 0.0049 0.0114 -0.0008
O 6.5864 5.2864 -2.1252 -0.0089 -0.0039 -0.0149
S 6.7098 2.7314 -2.3633 0.0051 -0.0156 0.0038
C 5.4035 1.5327 -2.3370 0.0021 -0.0024 -0.0042
C 4.8024 1.1296 -3.5253 0.0130 0.0221 -0.0182
C 3.7339 0.2522 -3.5012 -0.0283 0.0184 0.0280
C 3.2471 -0.2369 -2.2852 0.0400 0.0035 0.0228
C 3.8810 0.1423 -1.0958 -0.0221 0.0138 -0.0198
C 4.9518 1.0168 -1.1257 -0.0064 0.0132 0.0129
C 2.0793 -1.0499 -2.2380 -0.0137 -0.0798 0.1587
C 0.9884 -1.5410 -2.0978 -0.2088 0.2973 -0.1544
H 4.0193 5.0964 -2.7381 0.0079 0.0083 0.0083
H 4.1705 4.7784 -1.0129 -0.0049 -0.0113 0.0033
H 3.8762 3.4290 -2.1276 -0.0012 0.0016 -0.0072
H 5.1567 1.5326 -4.4659 0.0021 -0.0045 0.0052
H 3.2355 -0.0307 -4.4185 -0.0074 -0.0016 -0.0178
H 3.4955 -0.2275 -0.1542 -0.0035 -0.0043 0.0151
H 5.4229 1.3310 -0.2035 0.0073 0.0003 0.0288
```
Positions in Å, forces in eV/Å.



Q: What is the formula in the first record?
A: C48H45N9O12